[1]
Entry from the Open Molecules 2025 dataset: one molecule with the formula C4H7N3O (ωB97M-V with the def2-TZVPD basis set).

Element x y z (Å)
O: -3.3532 0.3088 0.0678
C: -2.5559 -0.5863 -0.0008
N: -1.1956 -0.4226 -0.1703
N: -0.6213 0.7619 0.0406
C: 0.6327 0.8419 0.0134
N: 1.4127 -0.3478 -0.0974
C: 2.7294 -0.0806 -0.6808
C: 2.6207 -0.3102 0.7847
H: -2.8177 -1.6538 0.0747
H: -0.5746 -1.2399 -0.1808
H: 1.0547 1.7984 0.1634
H: 3.1142 -0.8125 -1.3686
H: 2.8238 0.9728 -0.9150
H: 2.8267 -1.2685 1.1942
H: 2.6668 0.6044 1.3809

Values from the calculation:
SMILES string ... O=CN/N=C\N1CC1
Total energy ... -10776.817 eV
Energy relative to the best compared isomer or geometry (same formula, charge and spin) ... 2.930 eV
HOMO ... -9.16 eV
Lowest unoccupied orbital energy ... 0.91 eV
Spin multiplicity ... 1

***

[2]
Entry from the Open Molecules 2025 dataset: a 2-piece molecular cluster, C4H7N3O overall (ωB97M-V with the def2-TZVPD basis set).

Element x y z (Å)
C: -2.5945 -0.4132 0.0291
C: -0.3119 -0.5489 -0.2041
C: 1.0819 1.1304 -0.2211
C: 1.7547 -0.1997 0.2001
H: -3.6042 -0.9963 0.9930
H: -0.9765 1.5010 0.0221
H: 1.5290 1.7402 0.5379
H: 1.3014 1.4237 -1.2569
H: 1.9366 -0.4048 1.3793
H: 2.5669 -0.4199 -0.4347
H: 0.9403 -2.0300 -0.0927
N: -1.4589 -1.1254 -0.1260
N: -0.2069 0.7196 0.0459
N: 0.8586 -1.1494 -0.5468
O: -2.8164 0.7728 -0.3251

Values from the calculation:
Total energy ... -10776.212 eV
Energy relative to the best compared isomer or geometry (same formula, charge and spin) ... 3.536 eV
HOMO ... -9.23 eV
Lowest unoccupied orbital energy ... 0.71 eV
Spin multiplicity ... 1

***

[3]
Entry from the Open Molecules 2025 dataset: one molecule with the formula C4H7N3O (ωB97M-V with the def2-TZVPD basis set).

Element x y z (Å)
N: -2.8148 -0.1141 -0.4034
N: -1.7636 -1.2070 -0.0304
C: -0.5726 -0.7644 0.0050
C: 0.0634 0.6387 0.4304
C: 1.2790 0.7713 -0.2892
C: 2.1601 -0.4261 -0.1808
N: 1.7414 -1.6981 -0.1118
O: 0.3610 -1.8921 0.0731
H: -3.6193 -0.7621 -0.2274
H: -2.7648 0.4510 0.5657
H: 0.2487 0.5558 1.5920
H: -0.5807 1.4750 0.2863
H: 2.0655 1.8082 -0.1323
H: 0.9451 1.1440 -1.3663
H: 3.2516 0.0200 -0.2109

Values from the calculation:
SMILES string ... N/N=C1\CCC=NO1
Total energy ... -10773.455 eV
Energy relative to the best compared isomer or geometry (same formula, charge and spin) ... 6.292 eV
HOMO ... -9.31 eV
Lowest unoccupied orbital energy ... 0.58 eV
Spin multiplicity ... 1

***

[4]
Entry from the Open Molecules 2025 dataset: one molecule with the formula C4H7N3O (ωB97M-V with the def2-TZVPD basis set).

Element x y z (Å)
N: -0.1774 0.5575 -3.2777
C: -0.0958 0.2842 -2.0694
C: 0.3840 0.0546 -0.6565
C: 0.5350 1.3711 0.2971
O: 0.1162 2.6780 -0.2404
C: -0.1456 -0.9394 0.1477
N: 0.1126 -0.9341 1.4443
N: -0.5039 -2.0853 -0.3736
H: 1.6996 1.3782 0.4824
H: 0.1536 1.3992 1.5157
H: -0.7947 2.7764 0.0621
H: 0.0455 0.1622 1.9508
H: -0.2526 -1.6505 2.2121
H: -1.0518 -2.0481 -1.2829
H: -0.0248 -3.0041 -0.2119

Values from the calculation:
SMILES string ... N#CC(CO)=C(N)N
Total energy ... -10774.873 eV
Energy relative to the best compared isomer or geometry (same formula, charge and spin) ... 4.875 eV
HOMO ... -8.39 eV
Lowest unoccupied orbital energy ... 0.32 eV
Spin multiplicity ... 1

***

[5]
Entry from the Open Molecules 2025 dataset: one molecule with the formula C4H7N3O2 (ωB97M-V with the def2-TZVPD basis set).

Element x y z (Å)
H: 3.5537 -0.1866 1.3053
N: 2.7952 -0.7892 0.9895
C: 1.8604 -0.0311 0.7075
C: 0.6342 -0.7250 0.1431
N: 0.0266 0.0792 -0.7452
C: -1.1699 0.4462 -0.6552
C: -1.7976 1.4118 -1.5810
N: -0.2022 -1.3377 1.3856
O: -0.9098 -2.3043 0.9987
O: 0.0339 -0.8449 2.4497
H: 1.9498 1.0653 0.5691
H: 1.0366 -1.7666 -0.2559
H: -1.8026 -0.0139 0.0759
H: -2.2169 2.2394 -1.0296
H: -2.6798 1.0184 -2.0518
H: -1.1118 1.7390 -2.3057

Values from the calculation:
SMILES string ... [H]/N=C/[C@H](/N=C/C)[N+](=O)[O-]
Total energy ... -12822.101 eV
Energy relative to the best compared isomer or geometry (same formula, charge and spin) ... 5.429 eV
HOMO ... -9.99 eV
Lowest unoccupied orbital energy ... 0.33 eV
Spin multiplicity ... 1

***

[6]
Entry from the Open Molecules 2025 dataset: a 2-piece molecular cluster, C4H7N3O2 overall (ωB97M-V with the def2-TZVPD basis set).

Element x y z (Å)
C: 1.8814 -0.2582 0.4198
C: 0.7230 0.5501 -0.1333
C: -1.6499 -0.4915 -0.0557
C: 0.2730 -0.5631 0.7153
H: 2.1801 -0.3387 -1.9704
H: 2.5279 -0.0651 1.3409
H: 0.6879 0.4272 -1.2691
H: 0.1704 1.9586 1.1111
H: -1.8676 1.4924 -1.1247
H: -2.7563 -1.9047 -0.0143
H: 0.3232 -0.5879 1.9404
N: -0.1351 1.8224 -0.0430
N: -1.4522 1.1173 -0.1402
N: -2.9093 -0.9263 -0.1235
O: 2.7190 -0.8456 -0.5319
O: -0.7155 -1.3867 -0.1216

Values from the calculation:
Total energy ... -12815.738 eV
Energy relative to the best compared isomer or geometry (same formula, charge and spin) ... 11.791 eV
HOMO ... -9.34 eV
Lowest unoccupied orbital energy ... -1.68 eV
Spin multiplicity ... 1